# 1
{"formula": "C4H6N4", "method": "ωB97M-V/def2-TZVPD", "symbols": ["N", "C", "H", "H", "H", "N", "C", "N", "C", "H", "H", "N", "H", "C"], "xyz": [[0.717, -1.071, -0.808], [-0.968, 0.821, -0.959], [1.785, 0.833, 1.843], [-0.498, -0.782, -2.307], [-0.797, -1.061, 0.792], [-0.628, 1.174, 1.146], [-0.160, -0.125, -1.524], [-0.729, 1.813, 0.158], [1.039, -0.077, 1.145], [-0.723, -0.423, 2.275], [-1.628, 1.269, -1.642], [1.637, -0.561, 0.151], [1.325, -1.534, -1.619], [-0.374, -0.278, 1.348]], "lowdin_charge": [-0.106, -0.100, 0.216, 0.099, 0.101, -0.066, -0.106, 0.054, -0.224, 0.074, 0.063, 0.013, 0.161, -0.180], "e_above_lowest_kcal_mol": 169.6, "energy_ha": -374.79111, "lumo_ev": 0.3, "homo_ev": -8.5, "homo_lumo_gap_ev": 8.7900}

# 2
{"formula": "C4H6N4", "method": "ωB97M-V/def2-TZVPD", "symbols": ["C", "C", "H", "N", "C", "H", "H", "H", "N", "N", "H", "H", "N", "C"], "xyz": [[-0.554, 0.978, -0.314], [1.196, -1.001, -0.351], [1.449, 0.946, 0.977], [2.197, 0.900, 0.329], [-1.853, 0.975, -0.133], [1.119, -2.076, -0.576], [-2.515, 1.749, -0.423], [-3.168, -0.546, 0.693], [2.313, -0.442, -0.089], [-1.160, -1.111, 0.296], [0.044, 1.808, -0.641], [3.177, 1.300, 0.556], [-2.213, -0.303, 0.174], [-0.133, -0.366, -0.128]], "lowdin_charge": [-0.078, -0.141, 0.046, -0.029, -0.134, 0.108, 0.108, 0.212, -0.042, 0.070, 0.102, 0.125, -0.053, -0.293], "e_above_lowest_kcal_mol": 60.6, "energy_ha": -374.96481, "lumo_ev": 0.9, "homo_ev": -8.5, "homo_lumo_gap_ev": 9.4056, "smiles": "N/N=C\\c1cc[nH]n1"}

# 3
{"formula": "C4H6N4", "method": "ωB97M-V/def2-TZVPD", "symbols": ["N", "N", "C", "H", "C", "H", "N", "C", "H", "H", "N", "C", "H", "H"], "xyz": [[-1.474, 1.962, -0.193], [-0.867, -2.651, 0.955], [0.167, 0.253, -0.803], [-1.565, 2.241, -1.154], [-0.551, 1.008, 0.147], [-1.857, 2.552, 0.528], [1.921, -1.361, -0.367], [-0.235, -1.846, 0.432], [0.538, 0.618, -1.748], [-1.125, 0.655, 1.996], [-0.329, 0.549, 1.365], [0.668, -0.878, -0.134], [2.555, -0.792, -0.902], [2.155, -2.309, -0.122]], "lowdin_charge": [0.125, 0.163, -0.046, 0.092, -0.525, 0.094, 0.164, -0.194, 0.095, 0.057, 0.092, -0.339, 0.112, 0.112], "e_above_lowest_kcal_mol": 51.7, "energy_ha": -374.97894, "lumo_ev": [0.3, 0.3], "homo_ev": [-8.2, -8.2], "homo_lumo_gap_ev": [8.5353, 8.5344], "smiles": "[H]/N=C(N)/C=C(/N)C#N"}

# 4
{"formula": "C4H6N4", "method": "ωB97M-V/def2-TZVPD", "symbols": ["C", "N", "N", "H", "C", "C", "C", "H", "H", "N", "H", "H", "H", "N"], "xyz": [[0.195, 0.588, 0.275], [0.081, 0.568, 2.407], [-0.228, -0.873, -1.251], [0.451, -0.672, -3.278], [-0.284, -1.244, -2.671], [0.175, 1.859, 1.918], [0.098, -0.333, 1.376], [0.042, -2.313, -2.731], [0.032, -1.401, 1.507], [0.243, 0.237, -1.085], [-1.293, -1.213, -3.074], [0.146, 2.691, 2.609], [0.140, 0.232, 3.367], [0.201, 1.874, 0.632]], "lowdin_charge": [-0.363, 0.023, -0.066, 0.075, -0.116, -0.201, -0.016, 0.074, 0.105, 0.042, 0.066, 0.116, 0.151, 0.110], "e_above_lowest_kcal_mol": 46.4, "energy_ha": -374.98747, "lumo_ev": 0.8, "homo_ev": -8.5, "homo_lumo_gap_ev": 9.3616, "smiles": "C/N=N/c1c[nH]cn1"}

# 5
{"formula": "C4H6N4", "method": "ωB97M-V/def2-TZVPD", "symbols": ["N", "C", "N", "H", "H", "N", "N", "C", "H", "H", "H", "C", "C", "H"], "xyz": [[0.955, -0.418, -0.585], [-0.373, -1.105, -0.102], [-0.696, 1.529, 0.739], [-2.162, -0.688, -1.396], [1.189, 2.142, 1.450], [1.396, 0.152, 0.653], [-1.621, 0.905, -0.192], [-1.515, -0.276, -0.632], [0.745, -2.086, -1.885], [2.426, 0.321, 0.609], [-0.200, -1.265, 0.943], [0.577, 1.348, 0.954], [0.744, -1.794, -0.842], [1.169, -2.641, -0.296]], "lowdin_charge": [-0.077, -0.170, 0.013, 0.105, 0.116, -0.045, 0.021, -0.125, 0.105, 0.129, 0.121, -0.160, -0.138, 0.105], "e_above_lowest_kcal_mol": 136.4, "energy_ha": -374.84397, "lumo_ev": 0.6, "homo_ev": -8.6, "homo_lumo_gap_ev": 9.2269, "smiles": "C1=NN=C[C@H]2CN2N1"}

# 6
{"formula": "C4H6N4O", "method": "ωB97M-V/def2-TZVPD", "symbols": ["H", "O", "N", "H", "N", "N", "H", "H", "H", "C", "C", "C", "H", "N", "C"], "xyz": [[2.105, -2.207, 0.053], [2.560, -0.411, 0.914], [0.991, 1.887, -0.658], [-0.551, 1.374, 1.812], [-1.765, -0.226, 0.769], [0.862, -0.444, -0.665], [-0.595, -1.299, -1.812], [-1.444, 1.820, 0.299], [-2.212, -1.897, 0.041], [-1.505, -1.035, -0.045], [1.852, -1.130, 0.295], [-0.957, 0.991, 0.724], [0.515, 2.825, -0.728], [-0.303, -1.141, -0.776], [0.445, 0.893, -0.225]], "lowdin_charge": [0.144, 0.076, 0.159, 0.157, 0.031, -0.043, 0.171, 0.067, 0.135, -0.291, -0.205, -0.092, 0.096, -0.044, -0.360], "e_above_lowest_kcal_mol": 92.4, "energy_ha": -450.14136, "lumo_ev": 0.8, "homo_ev": -9.0, "homo_lumo_gap_ev": 9.7753, "smiles": "[H]/N=C1\\CN=CNN1C=O"}